No. 1
{
  "formula": "C7H18ClIN2O2PTb",
  "method": "ωB97M-V/def2-TZVPD",
  "symbols": ["C", "I", "H", "H", "H", "Tb", "P", "C", "C", "H", "H", "H", "C", "H", "H", "H", "H", "H", "H", "C", "O", "Cl", "C", "N", "C", "N", "O", "H", "H", "H", "H", "H", "H"],
  "xyz": [[-0.89563, 1.01735, -2.68028], [-1.88078, -1.64626, -2.21176], [0.16292, 0.72732, -2.67081], [-1.24133, 1.09691, -1.64637], [-0.98182, 2.01612, -3.13552], [0.56369, -0.26761, 1.93404], [2.18189, -1.26762, 0.00446], [1.92736, -1.80190, -1.70582], [3.55026, -0.06396, -0.15112], [3.28468, -2.50432, 1.80070], [3.94536, -2.90890, 0.18317], [2.36575, -3.57791, 0.70494], [3.02666, -2.70091, 0.74961], [3.68927, 0.49220, 0.78850], [4.47255, -0.60725, -0.40089], [2.85740, -2.23020, -2.10812], [1.62065, -0.95223, -2.32877], [3.31731, 0.64744, -0.95637], [1.12959, -2.55536, -1.74102], [-1.70800, 0.06995, -3.48307], [-2.19937, 0.16009, -4.57482], [1.86986, 1.19667, 3.38111], [-2.36124, 2.78143, 2.74346], [-3.13973, 1.79453, 1.99266], [-2.65256, 0.66348, 1.50509], [-3.44501, -0.18324, 0.82162], [-1.40977, 0.32997, 1.69861], [-1.29290, 2.71173, 2.49732], [-2.48667, 2.63610, 3.82412], [-2.72724, 3.77947, 2.47969], [-4.12767, 1.96432, 1.80311], [-3.01252, -0.91373, 0.25783], [-4.40295, 0.09633, 0.62470]],
  "forces_ev_per_angstrom": [[0.3366, 1.9345, -0.4544], [-0.4723, -1.5259, 0.2448], [-0.3098, -0.0719, -0.1391], [-0.0785, -0.2411, -0.2454], [0.2122, -0.2377, 0.0470], [-0.2052, 0.6258, 1.4219], [1.5849, -0.4851, -1.3223], [-0.4523, -0.1657, -0.2747], [-0.0854, 0.3495, 0.1549], [0.0714, -0.1201, -0.2534], [-0.2481, 0.0617, 0.1894], [0.2413, 0.1457, 0.0446], [-0.2738, -0.2524, 0.3665], [0.1373, -0.1309, -0.3141], [-0.2442, 0.1991, 0.0646], [-0.2248, 0.1680, 0.1965], [0.1064, -0.2452, 0.1468], [0.1070, -0.1378, 0.2662], [0.2722, 0.1620, -0.0906], [-0.9866, 0.5094, -2.1980], [1.2640, -0.3169, 2.7762], [-0.3614, -0.3987, -0.5136], [0.0116, 0.2860, 0.3501], [0.1086, -0.5181, -0.3922], [-0.6376, -0.2678, -0.1603], [0.3432, 0.6179, 0.3165], [-0.4725, 0.1848, -0.2982], [-0.4595, 0.0028, -0.0209], [0.0226, 0.0128, -0.2855], [0.1552, -0.2634, 0.0504], [0.4734, 0.1818, 0.2325], [-0.2834, 0.2734, 0.1666], [0.3476, -0.3364, -0.0730]],
  "e_lumo_ev": [-8.2, -7.4],
  "multiplicity": 7,
  "total_charge": 2,
  "homo_energy_ev": [-15.61, -15.61],
  "e_tot_ev": -66960.566
}



No. 2
{
  "formula": "C7H18ClN2",
  "method": "ωB97M-V/def2-TZVPD",
  "symbols": ["C", "N", "C", "Cl", "C", "C", "C", "C", "C", "N", "H", "H", "H", "H", "H", "H", "H", "H", "H", "H", "H", "H", "H", "H", "H", "H", "H", "H"],
  "xyz": [[2.67210, -2.29897, -1.40955], [2.07778, -1.00486, -1.19918], [1.17643, -0.83032, -0.20927], [2.00235, -0.38521, 1.44435], [-0.05465, 0.18959, -0.47340], [0.47839, 1.55561, -1.09965], [-1.06689, 0.36811, 0.63567], [-2.30922, 1.10049, 0.18776], [-1.64124, -0.95691, 1.28551], [-0.42096, 1.25840, 1.55774], [1.76117, -2.89313, -1.32372], [3.08666, -2.40697, -2.34939], [3.52651, -2.58792, -0.73802], [2.40417, -0.15400, -1.68191], [0.51848, -1.74825, 0.11819], [-0.56489, -0.27908, -1.25284], [0.65685, 1.48137, -2.17036], [-0.15170, 2.44861, -0.76201], [1.44704, 1.68352, -0.59181], [-2.12967, 2.11163, -0.19163], [-2.84025, 0.41311, -0.40904], [-2.88597, 1.23546, 1.08250], [-0.97312, -1.44552, 1.98685], [-1.82399, -1.72885, 0.48881], [-2.60969, -0.75193, 1.78795], [-1.01182, 1.66301, 2.32103], [-0.12183, 1.99391, 0.99846], [0.40273, 0.67703, 1.95666]],
  "forces_ev_per_angstrom": [[-0.3932, -0.2999, 2.0566], [0.0484, 1.7099, -0.8024], [-3.9988, -0.5895, 0.9511], [0.3181, 0.0190, 0.4787], [2.6108, 0.7380, -0.9207], [-0.1325, -0.2156, 2.3322], [-1.7832, -1.5803, -0.2819], [0.6002, 0.6807, 0.5106], [0.3030, -0.0540, -0.6920], [0.2654, -1.4111, 4.3209], [0.8183, -1.1268, 0.0550], [0.4344, 0.0591, -2.2274], [-1.1324, 0.3290, 0.0297], [-0.0454, -0.9846, 0.5214], [2.1419, 1.0586, -0.8356], [-0.9402, -1.0757, -1.2983], [-0.3976, 0.2596, 0.1109], [0.7443, -1.0834, -1.2143], [-0.0054, 0.4253, -0.3917], [-0.1517, -0.4386, -0.5732], [-0.8903, -0.1306, -1.2738], [-0.5925, 0.1465, 0.4597], [0.2363, 0.1222, 0.2253], [0.0458, 0.9178, 0.5514], [0.6908, -0.1220, -0.2798], [0.4220, -0.6776, -0.7003], [1.2907, 2.0020, -0.8051], [-0.5072, 1.3220, -0.3069]],
  "e_lumo_ev": -2.8,
  "total_charge": 1,
  "homo_energy_ev": -12.80,
  "e_tot_ev": -23046.399
}